{"formula": "C26H48N2O", "method": "the ωB97M-V functional and the def2-TZVPD basis", "elements": ["O", "C", "C", "C", "C", "N", "C", "C", "N", "C", "C", "H", "H", "H", "H", "H", "H", "C", "C", "C", "C", "C", "C", "H", "H", "H", "H", "H", "H", "H", "H", "H", "H", "H", "H", "H", "H", "C", "C", "C", "C", "C", "C", "H", "H", "H", "H", "H", "H", "H", "H", "H", "H", "H", "H", "H", "H", "C", "C", "C", "C", "C", "C", "H", "H", "H", "H", "H", "H", "H", "H", "H", "H", "H", "H", "H", "H"], "xyz": [[-2.730, 0.513, 3.729], [-1.912, 1.321, 2.904], [-0.567, 0.821, 2.421], [0.202, 1.752, 1.607], [-0.283, 3.130, 1.239], [0.575, 3.917, 0.481], [0.023, 5.124, 0.192], [-1.328, 5.553, 0.653], [-2.189, 4.804, 1.393], [-1.611, 3.576, 1.691], [-2.415, 2.627, 2.541], [-2.700, 0.976, 4.592], [-0.217, -0.206, 2.692], [1.207, 1.398, 1.263], [0.619, 5.829, -0.441], [-1.682, 6.572, 0.339], [-3.436, 2.931, 2.903], [1.878, 6.983, 3.242], [1.726, 8.498, 3.169], [1.953, 9.058, 1.765], [3.357, 8.835, 1.195], [4.498, 9.402, 2.040], [4.439, 10.917, 2.193], [2.887, 6.664, 2.977], [1.676, 6.633, 4.257], [1.172, 6.489, 2.570], [2.406, 8.970, 3.884], [0.713, 8.763, 3.488], [1.729, 10.129, 1.773], [1.227, 8.606, 1.080], [3.399, 9.282, 0.196], [3.526, 7.763, 1.050], [5.447, 9.138, 1.562], [4.513, 8.933, 3.028], [4.472, 11.409, 1.218], [5.289, 11.272, 2.779], [3.529, 11.236, 2.707], [-2.693, -5.377, -0.708], [-1.586, -4.331, -0.643], [-1.667, -3.444, 0.600], [-2.935, -2.594, 0.710], [-3.190, -1.654, -0.468], [-2.100, -0.604, -0.646], [-3.681, -4.917, -0.761], [-2.570, -5.999, -1.598], [-2.661, -6.030, 0.168], [-1.604, -3.720, -1.551], [-0.620, -4.846, -0.639], [-0.787, -2.793, 0.625], [-1.596, -4.077, 1.492], [-2.875, -2.003, 1.631], [-3.804, -3.249, 0.832], [-4.143, -1.141, -0.301], [-3.308, -2.223, -1.395], [-2.001, 0.008, 0.253], [-2.345, 0.057, -1.480], [-1.131, -1.061, -0.861], [-0.032, -10.857, -4.056], [1.075, -9.812, -3.990], [0.994, -8.927, -2.746], [-0.274, -8.077, -2.634], [-0.530, -7.134, -3.810], [0.559, -6.083, -3.988], [-1.021, -10.397, -4.108], [0.089, -11.479, -4.946], [-0.001, -11.512, -3.182], [1.057, -9.200, -4.897], [2.041, -10.327, -3.987], [1.874, -8.276, -2.720], [1.065, -9.561, -1.854], [-0.214, -7.487, -1.712], [-1.143, -8.732, -2.513], [-1.483, -6.622, -3.643], [-0.648, -7.702, -4.738], [0.659, -5.471, -3.088], [0.313, -5.421, -4.821], [1.528, -6.539, -4.204]], "smiles": "Oc1ccc2nccnc2c1.CCCCCC.CCCCCC.CCCCCC", "total_charge": 0, "total_energy_ev": -32767.32753, "homo_ev": -8.93}

---

{"formula": "C26H49BClFN2O5PSi", "method": "the ωB97M-V functional and the def2-TZVPD basis", "elements": ["C", "B", "O", "C", "N", "C", "C", "Cl", "C", "C", "N", "C", "F", "C", "C", "C", "C", "C", "C", "C", "C", "Si", "C", "C", "C", "C", "C", "C", "C", "C", "H", "H", "H", "H", "H", "H", "H", "H", "H", "H", "H", "H", "H", "H", "H", "H", "H", "H", "H", "H", "H", "H", "H", "H", "H", "H", "H", "H", "H", "H", "H", "H", "H", "H", "H", "H", "H", "H", "H", "H", "C", "O", "P", "O", "O", "C", "O", "C", "H", "H", "H", "H", "H", "H", "H", "H", "H"], "xyz": [[-0.443, -3.609, -0.799], [-0.300, -2.049, -1.224], [0.446, -1.227, -0.382], [-0.992, -1.566, -2.616], [-0.766, -2.748, -3.513], [-1.848, -3.125, -4.086], [-3.135, -2.291, -3.709], [-4.249, -3.605, -3.120], [-3.834, -1.764, -5.030], [-2.889, -1.663, -6.295], [-2.960, -2.937, -7.048], [-2.521, -1.254, -2.691], [-2.521, -0.042, -3.498], [-3.313, -0.774, -1.435], [-3.649, -1.876, -0.361], [-3.697, -1.365, 1.129], [-2.500, -0.448, 1.556], [-2.420, -0.138, 3.098], [-0.949, 0.428, 3.382], [-0.937, 1.954, 3.769], [0.505, 2.554, 3.388], [1.323, 3.542, 4.787], [3.075, 4.113, 4.229], [1.642, 2.454, 6.344], [0.341, 5.056, 5.380], [1.096, 6.229, 5.816], [0.505, 7.455, 6.306], [-0.954, 7.519, 6.398], [-1.716, 6.369, 5.963], [-1.121, 5.153, 5.444], [-0.204, -3.773, 0.285], [0.334, -4.207, -1.369], [-1.430, -4.048, -1.083], [1.153, -1.786, -0.006], [-0.478, -0.611, -2.906], [0.190, -3.130, -3.577], [-1.955, -3.959, -4.815], [-4.622, -2.518, -5.287], [-4.377, -0.795, -4.890], [-3.340, -0.879, -6.963], [-1.848, -1.317, -6.074], [-2.120, -3.502, -6.951], [-3.225, -2.805, -8.019], [-4.300, -0.391, -1.819], [-2.782, 0.123, -1.034], [-4.669, -2.280, -0.610], [-2.973, -2.773, -0.402], [-3.637, -2.288, 1.778], [-4.707, -0.926, 1.361], [-1.524, -0.822, 1.139], [-2.663, 0.547, 1.042], [-2.603, -1.088, 3.657], [-3.142, 0.678, 3.337], [-0.281, 0.255, 2.494], [-0.535, -0.192, 4.224], [-1.157, 2.102, 4.858], [-1.663, 2.493, 3.103], [1.173, 1.662, 3.202], [0.477, 3.105, 2.409], [3.576, 4.544, 5.135], [3.680, 3.229, 3.893], [3.042, 4.862, 3.399], [2.272, 1.560, 6.111], [2.097, 3.107, 7.136], [0.617, 2.158, 6.709], [2.207, 6.184, 5.755], [1.171, 8.300, 6.593], [-1.406, 8.465, 6.772], [-2.828, 6.439, 6.042], [-1.735, 4.278, 5.123], [4.968, -1.294, -5.743], [3.891, -1.763, -4.916], [4.260, -3.103, -3.934], [2.821, -3.458, -3.676], [4.847, -2.108, -2.772], [4.070, -1.008, -2.319], [4.880, -4.439, -3.119], [6.219, -4.382, -2.607], [4.656, -0.368, -6.223], [5.859, -1.095, -5.139], [5.201, -2.034, -6.510], [3.001, -1.172, -2.469], [4.380, -0.102, -2.844], [4.260, -0.873, -1.255], [6.224, -3.877, -1.641], [6.885, -3.869, -3.302], [6.575, -5.402, -2.465]], "total_charge": 1, "total_energy_ev": -74049.80739, "homo_ev": -10.19}

---

{"formula": "C26H49Cl2NO3P2RuS2Si", "method": "the ωB97M-V functional and the def2-TZVPD basis", "elements": ["Ru", "C", "P", "C", "C", "C", "P", "C", "C", "H", "H", "H", "H", "H", "H", "H", "H", "H", "H", "H", "H", "H", "H", "H", "H", "Cl", "C", "C", "C", "C", "C", "Cl", "C", "S", "H", "H", "H", "C", "C", "C", "C", "O", "Si", "S", "O", "C", "C", "C", "C", "O", "C", "C", "C", "C", "H", "H", "H", "H", "H", "H", "H", "H", "H", "H", "H", "H", "H", "H", "H", "H", "H", "H", "H", "H", "H", "H", "H", "H", "H", "H", "H", "C", "C", "N", "H", "H", "H"], "xyz": [[7.651, 7.498, 11.630], [8.810, 7.192, 7.846], [9.152, 7.874, 9.529], [9.490, 9.593, 9.234], [10.738, 7.048, 9.971], [10.379, 5.610, 10.358], [9.319, 5.557, 11.815], [8.454, 3.970, 11.923], [10.437, 5.718, 13.290], [9.666, 7.324, 7.174], [7.969, 7.687, 7.467], [8.592, 6.120, 7.924], [10.225, 9.735, 8.472], [9.826, 10.095, 10.128], [8.519, 10.012, 8.964], [11.094, 7.620, 10.852], [11.482, 7.083, 9.185], [11.218, 4.974, 10.537], [9.731, 5.192, 9.551], [9.045, 3.101, 12.108], [7.881, 3.896, 10.979], [7.746, 4.023, 12.711], [10.996, 4.787, 13.562], [9.695, 5.936, 14.099], [11.106, 6.596, 13.215], [4.592, 9.270, 12.189], [4.869, 9.281, 10.473], [4.630, 10.502, 9.796], [4.609, 10.549, 8.420], [4.907, 9.347, 7.725], [5.215, 8.151, 8.360], [5.337, 6.728, 7.466], [5.245, 8.130, 9.784], [5.690, 6.638, 10.633], [4.448, 11.376, 10.444], [4.367, 11.506, 7.930], [4.830, 9.299, 6.635], [5.701, 10.394, 17.859], [5.890, 9.763, 16.449], [4.618, 8.861, 16.088], [6.118, 10.830, 15.407], [7.058, 8.960, 16.546], [8.033, 8.358, 15.371], [6.909, 7.376, 13.888], [9.017, 9.376, 14.604], [10.191, 10.130, 15.001], [10.369, 10.129, 16.532], [9.953, 11.547, 14.480], [11.388, 9.522, 14.333], [8.938, 7.282, 16.221], [8.551, 6.357, 17.287], [8.160, 7.120, 18.529], [9.790, 5.538, 17.688], [7.490, 5.384, 16.798], [4.894, 11.107, 17.915], [6.608, 10.937, 18.225], [5.503, 9.579, 18.538], [3.733, 9.527, 16.079], [4.566, 8.033, 16.813], [4.698, 8.491, 15.053], [5.296, 11.523, 15.358], [6.185, 10.368, 14.410], [7.060, 11.319, 15.648], [9.476, 10.309, 17.051], [11.071, 10.964, 16.854], [10.777, 9.148, 16.806], [9.061, 12.027, 14.928], [9.850, 11.519, 13.394], [10.773, 12.202, 14.709], [11.534, 8.481, 14.695], [12.331, 10.059, 14.554], [11.257, 9.404, 13.241], [8.840, 7.962, 18.705], [8.177, 6.453, 19.342], [7.133, 7.487, 18.499], [10.626, 6.220, 17.772], [9.988, 4.862, 16.836], [9.616, 4.941, 18.583], [6.518, 5.846, 16.690], [7.390, 4.556, 17.540], [7.819, 4.999, 15.839], [6.975, 12.221, 12.044], [7.410, 10.884, 11.878], [7.687, 9.770, 11.777], [7.767, 12.765, 12.556], [6.072, 12.179, 12.636], [6.761, 12.748, 11.110]], "total_charge": 1, "multiplicity": 6, "de_lowest_kj_mol": 25.1, "total_energy_ev": -111141.30885, "homo_ev": [-9.39, -11.22]}

---

{"formula": "C26H50BF2N2O15P2S", "method": "the ωB97M-V functional and the def2-TZVPD basis", "elements": ["C", "C", "N", "C", "C", "C", "C", "O", "F", "O", "B", "C", "C", "C", "C", "O", "C", "O", "C", "O", "O", "O", "C", "F", "N", "C", "S", "H", "H", "H", "H", "H", "H", "H", "H", "H", "H", "H", "H", "H", "H", "H", "H", "H", "H", "H", "H", "O", "P", "O", "C", "C", "O", "C", "C", "O", "C", "C", "H", "H", "H", "H", "H", "H", "H", "H", "H", "H", "H", "H", "H", "H", "H", "O", "P", "O", "C", "C", "O", "C", "C", "O", "C", "C", "H", "H", "H", "H", "H", "H", "H", "H", "H", "H", "H", "H", "H", "H", "H"], "xyz": [[-2.635, -4.387, 6.000], [-3.075, -4.318, 4.554], [-3.946, -5.124, 4.091], [-2.440, -3.306, 3.642], [-3.289, -2.057, 3.336], [-4.358, -2.249, 2.260], [-3.881, -2.802, 0.946], [-4.616, -3.275, 0.145], [-2.569, -2.777, 0.666], [-2.315, -1.074, 3.091], [-2.790, 0.282, 3.425], [-2.869, 1.388, 2.227], [-2.630, 0.821, 0.805], [-1.311, 1.295, 0.188], [-0.164, 0.389, 0.572], [1.002, 0.674, -0.263], [1.873, -0.330, -0.223], [3.055, -0.161, -0.080], [-1.911, 0.963, 4.689], [-0.563, 0.479, 4.743], [-0.047, 0.703, 6.073], [-4.109, -0.058, 4.081], [-4.065, -1.323, 4.523], [-3.423, -1.529, 5.732], [-5.519, -1.642, 4.739], [-5.833, -2.600, 5.401], [-6.334, -3.740, 6.352], [-2.823, -5.390, 6.387], [-3.206, -3.698, 6.617], [-1.567, -4.201, 6.109], [-4.286, -5.742, 4.825], [-2.241, -3.807, 2.696], [-1.482, -2.965, 4.019], [-4.882, -1.324, 2.027], [-5.091, -2.974, 2.607], [-3.858, 1.855, 2.243], [-2.123, 2.164, 2.394], [-2.669, -0.267, 0.761], [-3.424, 1.180, 0.145], [-1.367, 1.338, -0.902], [-1.069, 2.301, 0.535], [0.137, 0.577, 1.604], [-0.428, -0.667, 0.483], [1.496, -1.354, -0.354], [-2.397, 0.707, 5.634], [-1.899, 2.061, 4.651], [-0.403, -0.057, 6.554], [-4.643, 0.672, -4.389], [-3.707, -0.391, -4.802], [-3.201, -1.182, -3.499], [-4.142, -1.952, -2.734], [-4.601, -3.199, -3.464], [-2.346, 0.404, -5.195], [-2.303, 1.829, -5.211], [-1.906, 2.393, -3.859], [-3.412, -1.547, -5.911], [-4.331, -1.701, -7.008], [-4.491, -0.426, -7.815], [-4.996, -1.327, -2.461], [-3.635, -2.234, -1.817], [-5.246, -2.944, -4.311], [-5.169, -3.843, -2.793], [-3.749, -3.752, -3.858], [-3.257, 2.238, -5.543], [-1.560, 2.111, -5.960], [-2.446, 1.907, -3.047], [-2.099, 3.466, -3.816], [-0.843, 2.228, -3.677], [-5.301, -2.034, -6.627], [-3.937, -2.498, -7.636], [-4.933, 0.373, -7.212], [-5.144, -0.597, -8.671], [-3.523, -0.071, -8.169], [7.001, 3.767, -1.041], [7.977, 2.807, -0.492], [9.321, 3.627, -0.103], [9.260, 4.587, 0.950], [9.101, 3.947, 2.319], [8.515, 1.992, -1.791], [7.925, 2.183, -3.074], [8.604, 3.299, -3.846], [8.205, 1.535, 0.477], [7.051, 0.932, 1.120], [6.001, 0.475, 0.130], [8.447, 5.294, 0.759], [10.197, 5.143, 0.911], [8.105, 3.513, 2.436], [9.234, 4.688, 3.108], [9.824, 3.144, 2.456], [6.855, 2.365, -2.981], [8.038, 1.241, -3.613], [8.766, 4.177, -3.222], [8.008, 3.587, -4.713], [9.586, 2.973, -4.197], [6.619, 1.644, 1.828], [7.425, 0.087, 1.695], [5.577, 1.320, -0.421], [5.184, -0.023, 0.642], [6.433, -0.208, -0.601]], "total_charge": -1, "total_energy_ev": -96994.46562, "homo_ev": -5.63}